(1)
Density functional theory data (ωB97M-V with the def2-TZVPD basis set) for C42H56BF4N4O4PTeTi as an isolated structure.

Last column: Mulliken spin population.
Positions of all 114 atoms, in Å:
Ti  -0.801  -0.086  0.450  0.918
C  4.922  -0.763  1.872  0.000
C  3.549  -0.901  2.102  0.005
N  2.652  0.002  1.771  0.029
C  3.071  1.149  1.200  0.000
C  4.428  1.371  0.899  0.001
C  5.355  0.373  1.246  -0.001
C  4.852  2.607  0.311  0.000
C  3.975  3.611  0.133  0.000
C  2.604  3.467  0.528  -0.002
C  1.737  4.575  0.527  0.000
C  0.493  4.448  1.072  -0.003
C  0.089  3.177  1.497  -0.017
N  0.816  2.086  1.382  0.000
C  2.114  2.234  0.994  0.019
H  5.611  -1.538  2.180  0.000
H  3.171  -1.805  2.572  -0.001
H  6.406  0.529  1.036  0.000
H  5.898  2.731  0.059  0.000
H  4.294  4.564  -0.270  0.000
H  2.085  5.524  0.138  0.000
H  -0.181  5.288  1.164  0.000
H  -0.864  3.056  1.995  0.003
C  1.035  1.205  4.368  -0.003
C  -0.448  1.411  4.340  -0.010
C  -0.983  2.315  5.254  0.002
C  -2.348  2.470  5.409  0.000
C  -3.202  1.692  4.650  0.000
C  -2.715  0.804  3.701  0.000
C  -3.673  -0.074  2.950  0.000
C  -1.330  0.701  3.514  -0.001
N  -0.861  -0.237  2.496  0.031
C  -0.359  -1.361  2.889  0.051
C  -0.420  -1.842  4.302  0.005
C  0.305  -2.226  1.872  0.033
C  0.937  -3.497  2.347  0.005
N  0.343  -1.799  0.655  -0.041
C  0.748  -2.730  -0.382  0.019
C  1.845  -2.438  -1.205  -0.021
C  2.689  -1.201  -1.070  0.002
C  2.233  -3.366  -2.162  0.000
C  1.565  -4.566  -2.322  0.002
C  0.469  -4.831  -1.527  0.000
C  0.040  -3.935  -0.552  -0.008
C  -1.169  -4.364  0.240  0.002
H  1.558  2.159  4.288  0.000
H  1.380  0.572  3.564  0.002
H  1.322  0.757  5.324  0.000
H  -0.298  2.877  5.878  0.000
H  -2.741  3.170  6.134  0.000
H  -4.274  1.762  4.790  0.000
H  -4.701  0.238  3.128  0.000
H  -3.581  -1.114  3.268  0.000
H  -3.485  -0.043  1.877  0.000
H  -0.944  -1.139  4.940  0.000
H  0.582  -1.995  4.707  0.000
H  -0.937  -2.805  4.333  0.001
H  1.509  -3.304  3.254  -0.001
H  1.592  -3.912  1.588  0.001
H  0.184  -4.243  2.602  0.001
H  3.442  -1.340  -0.295  0.001
H  2.098  -0.326  -0.819  0.012
H  3.222  -1.016  -1.999  -0.001
H  3.095  -3.140  -2.777  0.000
H  1.889  -5.282  -3.066  0.000
H  -0.077  -5.760  -1.643  0.000
H  -2.000  -4.552  -0.438  0.000
H  -1.508  -3.638  0.968  -0.001
H  -0.961  -5.303  0.757  0.000
F  -3.848  -3.121  -0.717  -0.001
B  -3.918  -2.282  0.307  0.012
F  -2.192  -1.182  -0.046  0.015
F  -4.741  -1.246  0.227  -0.001
F  -3.514  -2.708  1.508  0.000
C  -0.459  -2.461  -4.654  0.000
C  -1.352  -1.401  -4.044  0.001
C  -1.746  -0.368  -5.091  0.000
C  -2.574  -2.032  -3.405  0.000
O  -0.533  -0.806  -2.961  0.004
P  -0.770  0.637  -2.392  0.009
O  -2.195  0.983  -2.218  0.002
O  0.020  0.652  -1.019  -0.059
O  -0.114  1.681  -3.362  -0.001
C  1.255  1.893  -3.825  0.000
C  1.110  2.909  -4.944  0.000
C  1.868  0.606  -4.355  0.000
C  2.073  2.467  -2.678  0.000
H  -1.001  -2.976  -5.449  0.000
H  -0.168  -3.188  -3.899  0.000
H  0.443  -2.016  -5.077  0.000
H  -2.379  -0.859  -5.831  0.000
H  -0.872  0.035  -5.603  0.000
H  -2.310  0.455  -4.654  0.000
H  -3.191  -2.495  -4.176  0.000
H  -3.168  -1.283  -2.883  0.001
H  -2.270  -2.798  -2.692  0.000
H  0.484  2.506  -5.741  0.000
H  2.091  3.149  -5.356  0.000
H  0.647  3.823  -4.571  0.000
H  1.362  0.281  -5.265  0.000
H  1.804  -0.197  -3.627  0.000
H  2.917  0.784  -4.595  0.000
H  1.575  3.351  -2.275  0.000
H  3.063  2.751  -3.036  0.000
H  2.188  1.739  -1.875  0.003
C  -3.586  3.231  1.763  -0.003
Te  -2.676  2.209  0.102  -0.017
C  -4.615  1.699  -0.579  0.001
H  -4.010  4.146  1.355  -0.001
H  -2.883  3.482  2.553  0.000
H  -4.383  2.619  2.181  0.000
H  -5.163  1.202  0.215  0.000
H  -4.503  1.048  -1.438  0.001
H  -5.110  2.625  -0.863  0.000

Its charge is +1. Its energy above the lowest of the compared OMol25 structures with the same formula, charge and spin is 1.629 eV. As for the spin multiplicity: 2. For the HOMO energy (alpha / beta), the calculation gives -10.23 / -10.27 eV.

(2)
Density functional theory data (ωB97M-V with the def2-TZVPD basis set) for a 7-piece molecular cluster, C23H56N8O6PS overall.

Last column: Löwdin charge in e.
Positions of all 95 atoms, in Å:
N  -4.085  0.171  2.674  -0.004
C  -4.529  0.136  1.280  -0.196
C  -3.940  1.272  0.411  -0.229
C  -3.157  0.862  -0.844  -0.113
C  -1.656  1.011  -0.532  -0.140
C  -1.535  1.653  0.858  -0.392
P  -0.683  0.636  2.183  0.372
S  0.826  1.580  2.883  0.266
N  -2.949  2.112  1.185  0.080
H  -4.831  0.435  3.302  0.088
H  -3.747  -0.730  2.983  0.080
H  -4.300  -0.814  0.800  0.110
H  -5.613  0.224  1.223  0.115
H  -4.747  1.945  0.124  0.150
H  -3.441  -0.148  -1.133  0.103
H  -3.442  1.507  -1.673  0.123
H  -1.160  1.630  -1.279  0.124
H  -1.149  0.046  -0.534  0.098
H  -0.907  2.547  0.875  0.101
H  -0.495  -0.578  1.492  -0.007
H  -1.709  0.293  3.072  -0.041
H  -3.030  3.071  0.848  0.185
H  -3.147  2.104  2.191  0.151
C  4.093  5.138  -0.433  -0.006
C  3.097  4.335  0.370  -0.553
O  1.955  4.730  0.564  -0.001
N  3.502  3.139  0.869  0.009
C  4.788  2.492  0.717  -0.084
H  3.601  6.052  -0.752  0.081
H  4.972  5.386  0.162  0.089
H  4.437  4.583  -1.307  0.086
H  2.779  2.709  1.423  0.042
H  4.694  1.520  0.231  0.081
H  5.282  2.349  1.680  0.081
H  5.446  3.093  0.100  0.052
C  -7.525  -0.078  -2.510  0.004
C  -6.889  -0.995  -1.493  -0.521
O  -5.720  -0.836  -1.133  -0.011
N  -7.636  -1.997  -0.998  0.027
C  -9.006  -2.338  -1.342  -0.062
H  -6.789  0.666  -2.799  0.079
H  -7.838  -0.633  -3.395  0.092
H  -8.411  0.411  -2.103  0.087
H  -7.155  -2.585  -0.335  0.142
H  -9.660  -2.287  -0.474  0.074
H  -9.054  -3.338  -1.774  0.090
H  -9.397  -1.630  -2.064  0.067
C  9.117  1.742  -2.390  -0.007
C  8.204  1.225  -1.302  -0.539
O  7.511  1.985  -0.641  0.018
N  8.189  -0.113  -1.077  0.012
C  8.970  -1.132  -1.749  -0.075
H  9.003  2.820  -2.428  0.082
H  10.159  1.496  -2.181  0.087
H  8.864  1.313  -3.361  0.087
H  7.573  -0.395  -0.331  0.136
H  8.334  -1.874  -2.233  0.068
H  9.636  -1.642  -1.050  0.087
H  9.581  -0.687  -2.526  0.072
C  -12.894  -0.964  1.119  -0.007
C  -12.202  -0.043  0.140  -0.543
O  -11.507  -0.481  -0.766  0.015
N  -12.389  1.292  0.291  0.008
C  -13.193  1.976  1.281  -0.074
H  -12.643  -1.984  0.846  0.082
H  -12.575  -0.772  2.144  0.085
H  -13.977  -0.840  1.079  0.088
H  -11.926  1.848  -0.411  0.139
H  -13.996  2.547  0.814  0.087
H  -12.589  2.659  1.881  0.084
H  -13.646  1.254  1.953  0.072
C  6.645  0.001  5.541  -0.010
C  5.605  -1.069  5.788  -0.551
O  5.749  -1.924  6.641  0.040
N  4.483  -1.045  5.011  0.004
C  4.140  -0.118  3.958  -0.096
H  7.460  -0.168  6.238  0.084
H  7.029  -0.043  4.521  0.082
H  6.235  0.999  5.701  0.084
H  3.833  -1.783  5.231  0.137
H  3.210  0.409  4.176  0.033
H  4.018  -0.633  3.001  0.082
H  4.931  0.617  3.842  0.064
C  7.774  -4.141  -5.915  -0.010
C  8.563  -3.893  -4.649  -0.552
O  9.360  -2.975  -4.561  0.029
N  8.359  -4.741  -3.603  0.005
C  7.474  -5.883  -3.538  -0.081
H  8.064  -3.381  -6.633  0.083
H  7.988  -5.127  -6.328  0.085
H  6.700  -4.079  -5.736  0.083
H  8.940  -4.543  -2.803  0.136
H  6.740  -5.774  -2.738  0.082
H  8.028  -6.809  -3.372  0.085
H  6.934  -5.984  -4.474  0.070

Its charge is +1. As for the spin multiplicity: 1. For the HOMO energy, the calculation gives -10.78 eV.

(3)
Density functional theory data (ωB97M-V with the def2-TZVPD basis set) for a 2-piece molecular cluster, C4H12 overall.

Last column: Löwdin charge in e.
Positions of all 16 atoms, in Å:
C  0.970  -1.132  -1.259  -0.179
C  -0.113  -1.182  -2.311  -0.178
H  0.667  -1.395  -0.241  0.055
H  1.806  -1.776  -1.524  0.063
H  1.319  -0.108  -1.110  0.058
H  -0.970  -0.529  -2.160  0.056
H  -0.451  -2.208  -2.489  0.062
H  0.258  -0.930  -3.312  0.062
C  0.173  1.549  1.993  -0.172
C  -1.044  0.745  1.583  -0.182
H  0.308  1.739  3.060  0.061
H  1.014  0.982  1.596  0.055
H  0.188  2.557  1.572  0.063
H  -1.138  0.867  0.503  0.055
H  -0.973  -0.302  1.862  0.060
H  -2.031  1.050  1.938  0.060

Its energy above the lowest of the compared OMol25 structures with the same formula, charge and spin is 0.233 eV. The SMILES is CC.CC. As for the spin multiplicity: 1. For the HOMO energy, the calculation gives -11.53 eV.

(4)
Density functional theory data (ωB97M-V with the def2-TZVPD basis set) for C10H21INO2OsP2 as an isolated structure.

Last column: Mulliken spin population.
Positions of all 38 atoms, in Å:
C  -2.672  -1.099  -3.076  0.199
C  -2.353  -1.591  -1.728  0.173
H  -3.458  -1.727  -3.519  0.016
H  -1.782  -1.128  -3.727  -0.024
H  -3.025  -0.055  -3.040  -0.024
O  -2.793  -2.498  -1.094  0.390
I  0.927  2.183  -1.736  1.001
Os  -0.472  0.060  -0.944  0.924
P  -2.062  1.495  0.056  0.047
C  -2.666  0.859  1.658  0.008
C  -1.573  3.210  0.475  0.034
H  -2.417  3.722  0.959  0.001
H  -4.265  2.366  -0.423  0.005
H  -1.283  3.740  -0.440  0.003
H  -3.275  2.183  -1.910  0.000
H  -1.807  0.710  2.325  -0.001
H  -0.715  3.184  1.157  -0.006
C  -3.559  1.715  -0.958  0.005
H  -3.359  1.582  2.106  0.003
H  -4.029  0.743  -1.152  -0.004
H  -3.173  -0.101  1.508  -0.001
P  1.223  -1.353  -1.775  0.046
C  1.536  -2.788  -0.689  0.008
C  0.815  -2.075  -3.397  0.005
H  2.870  0.139  -2.751  0.004
H  3.574  -1.475  -2.378  0.001
H  3.281  -0.283  -1.068  -0.006
C  2.908  -0.677  -2.021  0.034
H  0.704  -1.262  -4.127  0.000
H  1.628  -2.743  -3.712  0.005
H  2.365  -3.385  -1.089  0.003
H  0.632  -3.404  -0.618  -0.001
H  -0.122  -2.640  -3.333  -0.004
H  1.797  -2.422  0.313  -0.001
C  -0.880  -1.243  0.352  0.005
O  -1.081  -2.021  1.201  0.041
N  1.369  0.562  1.587  0.872
C  0.677  0.364  0.656  0.239

Its charge is +3. As for the spin multiplicity: 5. For the HOMO energy (alpha / beta), the calculation gives -19.63 / -20.45 eV.

Result set for maximum force: 1.9; 0.4; 1.2; 7.0 eV/A, one per record in the order listed.